# 1
This record from the Open Molecules 2025 dataset describes 2 unconnected molecules or ions with the total composition C7H19N3O3P in a non-equilibrium geometry. The level of theory is ωB97M-V with the def2-TZVPD basis set.

```
! RIJCOSX wB97M-V def2-TZVPD def2/J DEFGRID3
* xyz 1 1
C -0.0857 2.6044 0.2348
C -2.5729 -1.7845 -1.5647
C -3.4981 -0.6479 0.4617
C 3.9469 -0.2503 0.9106
C 2.0943 -2.0823 0.8530
C -2.3421 -0.5986 -0.5939
C 2.8261 -0.9768 0.1187
N -0.1215 3.9327 0.1805
N -0.2699 1.8809 1.2528
N 0.1399 1.9036 -0.9877
O 0.4356 -0.3319 -2.3645
O -1.1348 -0.6968 0.1544
O 1.8597 0.1824 -0.2121
P 0.6430 0.3436 -1.1014
H -2.8000 -2.6578 -0.9596
H -3.4049 -1.5418 -2.0875
H -1.8256 -1.7573 -2.2595
H -3.3791 -1.6413 1.0584
H -4.4115 -0.9309 -0.1257
H -3.4263 0.3059 1.0157
H 4.8245 -0.8652 0.7202
H 4.1276 0.8514 0.5698
H 3.6870 -0.2059 1.9441
H 1.2542 -2.5354 0.4161
H 1.9450 -1.9732 1.9152
H 2.6900 -2.9314 0.9301
H -2.4044 0.3643 -1.0694
H 3.0473 -1.5042 -0.8639
H -0.1828 4.3770 1.1175
H 0.0494 4.5653 -0.6373
H -0.3753 2.3859 2.1257
H -0.9913 0.1098 0.6884
H -0.3442 2.1062 -1.8407
*
```

---

# 2
This record from the Open Molecules 2025 dataset describes 2 unconnected molecules or ions with the total composition C7H19NO in a non-equilibrium geometry. The level of theory is ωB97M-V with the def2-TZVPD basis set.

```
! RIJCOSX wB97M-V def2-TZVPD def2/J DEFGRID3
* xyz 0 1
C -1.3104 1.6368 0.7521
C -0.1083 1.0919 1.6739
C 1.2437 1.7312 1.3878
N -2.4908 0.8751 1.0930
O -1.0498 1.6507 -0.6166
H -0.9050 0.7350 -0.9251
H -1.4380 2.6883 1.0338
H -3.2861 1.4571 1.3326
H -2.7209 0.1968 0.3714
H -0.0641 0.0039 1.7157
H -0.4312 1.3749 2.6781
H 1.6514 1.4041 0.4381
H 1.9507 1.4839 2.1763
H 1.1496 2.8171 1.3467
C 0.4656 -1.0448 -0.8146
C 1.0957 -0.5400 -2.1114
C 1.4466 -1.9115 -0.0285
C -0.8296 -1.8091 -1.0877
H 0.2447 -0.1970 -0.1249
H -0.6189 -2.7451 -1.6042
H 0.4143 0.1126 -2.6543
H 2.0062 0.0175 -1.9016
H 1.3500 -1.3717 -2.7673
H 2.3433 -1.3456 0.2163
H 0.9941 -2.2451 0.9037
H 1.7425 -2.7878 -0.6041
H -1.5037 -1.2350 -1.7239
H -1.3418 -2.0443 -0.1554
*
```

Its SMILES is CC[C@H](N)O.CC(C)C.

---

# 3
This record from the Open Molecules 2025 dataset describes 3 unconnected molecules or ions with the total composition C7H19NO2 in a non-equilibrium geometry. The level of theory is ωB97M-V with the def2-TZVPD basis set.

```
! RIJCOSX wB97M-V def2-TZVPD def2/J DEFGRID3
* xyz 0 1
C -1.2913 -2.0356 -1.4557
C -2.3678 -0.3457 0.7067
C -0.7491 -2.0115 1.4352
N -1.7683 -1.6468 0.4658
O -1.2970 -0.8000 -2.0128
O -2.2252 -2.8426 -1.6190
H -2.1618 -0.6653 -2.4284
H -2.4680 -2.4418 0.2250
H -0.2590 -2.3329 -1.2313
H -2.7444 -0.2528 1.7320
H 0.0819 -1.3092 1.3619
H -1.6195 0.4269 0.5266
H -3.1955 -0.1965 0.0168
H -0.3872 -3.0150 1.2170
H -1.1312 -1.9869 2.4622
C 1.4277 1.4092 0.1969
C 2.1782 0.1877 -0.3320
C 2.3979 2.4205 0.8062
C 0.6016 2.0488 -0.9184
H 0.7425 1.0783 0.9873
H 1.8622 3.2803 1.2073
H 0.0180 2.8874 -0.5384
H 2.7226 -0.3146 0.4676
H 1.4857 -0.5220 -0.7827
H 2.8969 0.4871 -1.0948
H 2.9740 1.9702 1.6141
H 3.0967 2.7787 0.0500
H 1.2570 2.4230 -1.7050
H -0.0775 1.3209 -1.3598
*
```

Its SMILES is CC(C)C.O=CO.CNC.

---

# 4
This record from the Open Molecules 2025 dataset describes a molecular structure, C7H19NO2P2 in a non-equilibrium geometry. The level of theory is ωB97M-V with the def2-TZVPD basis set.

```
! RIJCOSX wB97M-V def2-TZVPD def2/J DEFGRID3
* xyz 0 1
C -1.5112 -3.1734 1.3609
C -1.0661 0.4277 -4.0522
C 0.3374 3.3261 -0.3147
C -0.5098 -2.8918 2.3875
C -0.2926 0.9130 -2.8674
C 0.0448 -1.7765 2.7358
C -1.1765 0.7568 -1.5774
N 2.3557 1.1377 2.0814
O -1.6018 1.6162 0.8925
O 0.7252 0.6888 0.1957
P 1.9483 0.0673 1.0839
P -0.5903 1.6691 -0.1243
H -1.0732 -3.9650 0.7113
H -2.5692 -3.6194 1.6416
H -1.7211 -2.4278 0.6744
H -1.0875 -0.6772 -3.9751
H -2.1117 0.7282 -3.9596
H -0.6159 0.7857 -4.9617
H 1.1747 3.3269 0.4344
H 0.7067 3.4106 -1.3600
H -0.3627 4.1167 -0.0555
H 4.2027 -1.3992 3.3751
H -0.1706 -3.8614 2.8725
H -0.1708 1.9529 -3.0253
H 0.5942 0.2502 -2.6648
H -0.3117 -0.7494 2.4046
H 0.8813 -1.5827 3.4016
H -2.2080 1.0313 -1.7874
H -1.1613 -0.2484 -1.3716
H 3.1195 0.7778 2.6929
H 4.2215 -0.6109 3.1508
*
```

---

In order of appearance, orbital gap = 10.11 10.16 9.93 9.84 eV.
In order of appearance, energy relative to the best compared isomer or geometry (same formula, charge and spin) = 63.3 12.4 9.7 51.7 kcal per mole.